No. 1
C16H21N3O9PtS | ωB97M-V/def2-TZVPD

The energy above the lowest of the compared OMol25 structures with the same formula, charge and spin is 47.44 kJ/mol. For the electronic energy, the calculation gives -1981.07853 hartree. For the LUMO energy, the calculation gives -1.977 eV. The value obtained for the HOMO energy is -0.323 hartree.

ORCA input file:
```
! wB97M-V def2-TZVPD RIJCOSX def2/J DEFGRID3
* xyz 0 1
Pt 0.6331 0.1601 -0.3321
O -0.7029 3.8721 1.0304
C -0.7370 2.6803 0.7961
O 0.1963 1.8198 1.0111
C -2.1130 2.1122 0.2889
C -2.4488 0.7306 0.8778
C -3.9675 0.5128 0.7369
C -4.0893 0.2468 -0.7853
C -2.6159 0.3405 -1.2231
O -1.9239 -0.1954 -0.0861
C -2.2045 1.8233 -1.2246
C -0.8800 2.0796 -2.0020
O -0.7837 3.1043 -2.6365
O -0.0095 1.1140 -1.9627
H -2.8241 2.8788 0.5861
H -2.0308 0.5319 1.8612
H -4.2797 -0.3555 1.3173
H -4.5319 1.3817 1.0680
H -4.4846 -0.7483 -0.9871
H -4.7080 0.9761 -1.3044
H -2.3566 -0.2121 -2.1223
H -2.9332 2.4609 -1.7185
C -0.9332 -3.1435 7.0021
C -0.5856 -3.7265 5.6403
S 1.1531 -3.3903 5.3157
O 1.9596 -4.0002 6.3330
O 1.3013 -1.9810 5.0621
C 1.4806 -4.2841 3.7523
C 2.7019 -3.7044 3.0286
N 2.4784 -2.3810 2.4424
C 1.6397 -2.1415 1.4197
N 1.5909 -0.8420 1.1565
C 2.4039 -0.2046 2.0431
C 2.9706 -1.1459 2.8444
N 3.9282 -0.9032 3.8810
O 4.1045 0.2559 4.1795
O 4.5252 -1.8537 4.3602
C 0.8847 -3.1652 0.6524
H -1.9807 -3.3244 7.2342
H -0.7477 -2.0701 7.0063
H -0.3160 -3.6012 7.7736
H -1.1382 -3.2467 4.8328
H -0.7081 -4.8091 5.6102
H 0.5715 -4.2449 3.1538
H 1.6929 -5.3084 4.0520
H 3.0060 -4.3765 2.2256
H 3.5176 -3.6209 3.7380
H 2.5205 0.8660 2.0501
H 1.4560 -4.0859 0.5448
H 0.6573 -2.7584 -0.3318
H -0.0676 -3.3942 1.1336
*
```

So, what does the natural (NBO) scheme give us? The charges, in e, come out as: 1.1153 -0.5962 0.7855 -0.7598 -0.3513 0.0759 -0.4259 -0.4309 0.0901 -0.5600 -0.3616 0.7935 -0.5820 -0.7668 0.2418 0.2158 0.2090 0.2172 0.2120 0.2165 0.2133 0.2433 -0.6250 -0.6450 2.1676 -0.9341 -0.9590 -0.6641 -0.2399 -0.3054 0.4232 -0.5097 0.0075 0.1672 0.5317 -0.3312 -0.3866 -0.6654 0.2286 0.2345 0.2354 0.2347 0.2341 0.2284 0.2595 0.2253 0.2829 0.2792 0.2357 0.2506 0.2447

---

No. 2
C2H9NO2SSi | ωB97M-V/def2-TZVPD

The energy above the lowest of the compared OMol25 structures with the same formula, charge and spin is 53.02 kJ/mol. For the electronic energy, the calculation gives -974.39697 hartree. For the LUMO energy, the calculation gives 0.485 eV. The value obtained for the HOMO energy is -0.362 hartree.

ORCA input file:
```
! wB97M-V def2-TZVPD RIJCOSX def2/J DEFGRID3
* xyz 0 1
C 0.1623 1.0066 0.5661
C -0.0669 1.3025 -0.6708
N 0.2732 -3.9607 2.0468
O -1.2285 -2.3544 1.0333
O 0.4394 -3.5431 -0.5443
Si -0.3399 3.1298 -1.1804
S 0.1897 -2.6877 0.9435
H 0.0147 0.1598 1.1964
H 0.2332 -2.8946 -1.2628
H 0.5836 1.7539 1.2018
H -0.2652 0.6061 -1.5246
H 1.2572 -4.0013 2.3109
H 0.1819 -4.8420 1.5147
H -1.4490 3.7320 -0.2568
H 0.9093 4.1420 -1.2079
H -1.2689 2.9557 -2.4126
*
```

So, what does the natural (NBO) scheme give us? The charges, in e, come out as: -0.3402 -0.6102 -0.9987 -0.9218 -0.9097 0.7804 1.5779 0.2018 0.4944 0.1752 0.2172 0.3706 0.3929 -0.1520 -0.1290 -0.1490

---

No. 3
C5H7NO | ωB97M-V/def2-TZVPD

The energy above the lowest of the compared OMol25 structures with the same formula, charge and spin is 272.49 kJ/mol. For the electronic energy, the calculation gives -324.62068 hartree. For the LUMO energy, the calculation gives 0.860 eV. The SMILES is Cc1occc1N. The value obtained for the HOMO energy is -0.280 hartree.

ORCA input file:
```
! wB97M-V def2-TZVPD RIJCOSX def2/J DEFGRID3
* xyz 0 1
C 1.0344 0.6410 -1.3401
C 0.2937 0.7989 -0.0402
O -0.8941 1.3517 -0.4180
C -1.8796 0.5122 -0.0636
C -1.3917 -0.4193 0.8229
C 0.0409 -0.2391 0.8243
N 1.0122 -1.1331 1.3093
H 1.9600 0.0910 -1.1976
H 0.3282 0.0627 -1.9324
H 1.1693 1.5962 -1.8506
H -2.3982 0.3071 -0.9778
H -1.9244 -1.2458 1.2814
H 0.7409 -1.6391 2.1391
H 1.9084 -0.6843 1.4432
*
```

So, what does the natural (NBO) scheme give us? The charges, in e, come out as: -0.6264 0.1576 -0.4276 0.0700 -0.3238 0.1102 -0.8060 0.2127 0.2034 0.2246 0.2155 0.2271 0.3795 0.3834

---

No. 4
C21H30N4O4S | ωB97M-V/def2-TZVPD

The energy above the lowest of the compared OMol25 structures with the same formula, charge and spin is 289.57 kJ/mol. For the electronic energy, the calculation gives -1736.39316 hartree. For the LUMO energy, the calculation gives 0.477 eV. The SMILES is COCCCNC(=S)N(CCN(C)C)Cc1cc2cc3c(cc2[nH]c1=O)OCCO3. The value obtained for the HOMO energy is -0.278 hartree.

ORCA input file:
```
! wB97M-V def2-TZVPD RIJCOSX def2/J DEFGRID3
* xyz 0 1
C -5.9671 -4.3089 0.5157
O -5.1192 -3.1974 0.6194
C -3.7541 -3.5307 0.4835
C -2.9257 -2.2552 0.5551
C -3.1856 -1.3587 -0.6595
N -2.4953 -0.1019 -0.5404
C -1.3777 0.2092 -1.2137
S -0.7264 -0.8245 -2.3463
N -0.8104 1.4133 -0.9434
C -1.1730 2.2084 0.2149
C -2.4880 2.9902 0.0412
N -3.6369 2.2234 0.5169
C -4.8572 2.5348 -0.2030
C -3.8262 2.3612 1.9484
C 0.2976 1.9021 -1.7435
C 1.6383 1.6113 -1.1161
C 2.2994 0.4512 -1.3352
C 3.5680 0.1842 -0.7415
C 4.2779 -0.9985 -0.9625
C 5.5112 -1.2039 -0.3803
C 6.0552 -0.2209 0.4701
C 5.3731 0.9643 0.6817
C 4.1373 1.1781 0.0795
N 3.4393 2.3384 0.2800
C 2.2002 2.6317 -0.2403
O 1.6559 3.6892 0.0500
O 7.2500 -0.3961 1.1088
C 7.7173 -1.7287 1.0882
C 7.5476 -2.3238 -0.3076
O 6.1813 -2.3697 -0.6514
H -5.7538 -5.0483 1.2987
H -5.8665 -4.7975 -0.4619
H -6.9841 -3.9400 0.6337
H -3.4583 -4.2224 1.2888
H -3.5844 -4.0377 -0.4790
H -3.1911 -1.7158 1.4661
H -1.8673 -2.5154 0.5952
H -2.8377 -1.8594 -1.5672
H -4.2587 -1.1700 -0.7398
H -2.9490 0.6234 0.0201
H -0.3616 2.9190 0.3773
H -1.2397 1.5600 1.0948
H -2.6213 3.1987 -1.0223
H -2.4139 3.9533 0.5661
H -4.7097 2.3360 -1.2634
H -5.6558 1.8899 0.1616
H -5.1679 3.5813 -0.0765
H -4.1243 3.3808 2.2327
H -2.9016 2.1165 2.4677
H -4.6010 1.6678 2.2734
H 0.2409 1.4171 -2.7206
H 0.1839 2.9839 -1.8558
H 1.8610 -0.3010 -1.9752
H 3.8671 -1.7649 -1.5995
H 5.8158 1.7074 1.3260
H 3.8447 3.0486 0.8786
H 8.7670 -1.6919 1.3822
H 7.1517 -2.3323 1.8109
H 7.9117 -3.3511 -0.3481
H 8.0975 -1.7081 -1.0331
*
```

So, what does the natural (NBO) scheme give us? The charges, in e, come out as: -0.2429 -0.5474 -0.0591 -0.4183 -0.2311 -0.6317 0.3304 -0.3531 -0.4345 -0.2551 -0.2348 -0.4652 -0.4078 -0.4118 -0.2368 -0.1474 -0.0939 -0.1576 -0.1776 0.1925 0.2650 -0.3016 0.2661 -0.5791 0.6327 -0.6571 -0.4797 -0.0968 -0.0961 -0.4813 0.1623 0.1643 0.1916 0.1653 0.1635 0.2008 0.2167 0.2383 0.2011 0.4334 0.2596 0.2000 0.2117 0.1854 0.2072 0.2033 0.1723 0.1721 0.2028 0.2048 0.2528 0.2192 0.2492 0.2321 0.2215 0.4113 0.2032 0.1817 0.2040 0.1795

---

Q: Among the records above, which one has the highest LUMO energy?
A: C5H7NO

---

Please write out number 2 again, unchanged.
C2H9NO2SSi | ωB97M-V/def2-TZVPD

The energy above the lowest of the compared OMol25 structures with the same formula, charge and spin is 53.02 kJ/mol. For the electronic energy, the calculation gives -974.39697 hartree. For the LUMO energy, the calculation gives 0.485 eV. The value obtained for the HOMO energy is -0.362 hartree.

ORCA input file:
```
! wB97M-V def2-TZVPD RIJCOSX def2/J DEFGRID3
* xyz 0 1
C 0.1623 1.0066 0.5661
C -0.0669 1.3025 -0.6708
N 0.2732 -3.9607 2.0468
O -1.2285 -2.3544 1.0333
O 0.4394 -3.5431 -0.5443
Si -0.3399 3.1298 -1.1804
S 0.1897 -2.6877 0.9435
H 0.0147 0.1598 1.1964
H 0.2332 -2.8946 -1.2628
H 0.5836 1.7539 1.2018
H -0.2652 0.6061 -1.5246
H 1.2572 -4.0013 2.3109
H 0.1819 -4.8420 1.5147
H -1.4490 3.7320 -0.2568
H 0.9093 4.1420 -1.2079
H -1.2689 2.9557 -2.4126
*
```

So, what does the natural (NBO) scheme give us? The charges, in e, come out as: -0.3402 -0.6102 -0.9987 -0.9218 -0.9097 0.7804 1.5779 0.2018 0.4944 0.1752 0.2172 0.3706 0.3929 -0.1520 -0.1290 -0.1490

---

Q: Look up the electronic energy of the fourth one.
A: -1736.39316 hartree